A.
Molecular formula: C4H8ClN
Method: DFT, wB97M-V/def2-TZVPD

XYZ file:
```
14
C4H8ClN | the Open Molecules 2025 dataset | wB97M-V/def2-TZVPD
C -0.622 -0.518 -0.336
C -0.966 0.974 0.048
C 0.294 0.199 0.454
C 1.567 0.559 -0.165
H -2.184 -1.439 0.543
H -0.613 -2.291 0.516
H 0.104 -0.381 -1.354
H -1.822 1.203 0.564
H -0.808 1.540 -1.017
H 0.173 -0.020 1.623
H 1.498 1.286 -1.053
H 1.999 1.346 0.365
N -1.355 -1.717 -0.181
Cl 2.736 -0.742 -0.007
```

* HOMO level: -9.559 eV
* lowest unoccupied orbital energy: 1.0 eV
* SMILES: N[C@H]1C[C@@H]1CCl
* total charge: 0

The Löwdin scheme yields these atomic charges, measured in e: number 1, C, carries -0.4846; number 2, C, carries -0.0325; number 3, C, carries -0.4642; number 4, C, carries -0.6498; number 5, H, carries 0.1315; number 6, H, carries 0.1507; number 7, H, carries 0.1773; number 8, H, carries 0.0511; number 9, H, carries 0.1426; number 10, H, carries 0.1892; number 11, H, carries 0.1367; number 12, H, carries 0.0413; number 13, N, carries 0.0082; number 14, Cl, carries 0.6024


B.
Molecular formula: C4H8ClN
Method: DFT, wB97M-V/def2-TZVPD

XYZ file:
```
14
C4H8ClN | the Open Molecules 2025 dataset | wB97M-V/def2-TZVPD
C -0.919 0.313 1.288
C -0.001 1.552 1.237
C 0.427 -0.088 0.777
C 0.444 -1.136 -1.370
N 0.732 0.020 -0.592
Cl 1.577 -0.926 1.645
H -1.167 -0.099 2.170
H -1.689 0.378 0.632
H -0.039 2.208 0.459
H 0.378 1.866 2.239
H -0.514 -1.466 -1.388
H 0.540 -1.002 -2.498
H 1.091 -1.896 -1.178
H 1.664 0.290 -0.845
```

* HOMO level: -8.479 eV
* lowest unoccupied orbital energy: 1.0 eV
* SMILES: CNC1(Cl)CC1
* total charge: 0

The Löwdin scheme yields these atomic charges, measured in e: number 1, C, carries -0.1328; number 2, C, carries -0.0229; number 3, C, carries -0.8814; number 4, C, carries -0.1378; number 5, N, carries -0.1302; number 6, Cl, carries 0.7321; number 7, H, carries 0.0634; number 8, H, carries 0.0714; number 9, H, carries 0.0410; number 10, H, carries 0.0930; number 11, H, carries 0.0469; number 12, H, carries 0.1110; number 13, H, carries 0.0350; number 14, H, carries 0.1114


Last place for stability: A


A.
Molecular formula: C2H6N2P2
Method: DFT, wB97M-V/def2-TZVPD

XYZ file:
```
12
C2H6N2P2 | the Open Molecules 2025 dataset | wB97M-V/def2-TZVPD
C 0.205 -1.332 -1.879
C 0.917 -1.001 -0.664
N 0.226 0.011 1.752
N -0.337 1.353 -0.293
P 1.674 -1.068 -2.574
P 1.050 0.582 0.306
H -0.813 -1.320 -2.111
H 1.317 -1.897 -0.113
H -0.719 -0.268 1.524
H 0.879 -0.757 1.902
H -0.808 0.632 -0.989
H -0.262 2.314 -0.718
```

* HOMO level: -8.600 eV
* lowest unoccupied orbital energy: -0.3 eV
* SMILES: NP(N)[C@H]1C=P1
* total charge: 0

The Löwdin scheme yields these atomic charges, measured in e: number 1, C, carries -0.6024; number 2, C, carries -0.6755; number 3, N, carries -0.2313; number 4, N, carries -0.2588; number 5, P, carries 0.9099; number 6, P, carries 0.6940; number 7, H, carries 0.0145; number 8, H, carries 0.0444; number 9, H, carries 0.0133; number 10, H, carries -0.0128; number 11, H, carries 0.0594; number 12, H, carries 0.0451


B.
Molecular formula: C2H6N2P2
Method: DFT, wB97M-V/def2-TZVPD

XYZ file:
```
12
C2H6N2P2 | the Open Molecules 2025 dataset | wB97M-V/def2-TZVPD
C 1.933 1.118 -0.084
C 1.078 -0.079 -0.317
N -0.922 -1.491 -0.248
N -1.252 0.845 0.198
P 2.918 -0.228 0.066
P -0.339 -0.356 0.937
H 1.798 2.261 -0.179
H 0.516 -0.350 -1.205
H -0.365 -2.370 -0.206
H -1.949 -1.670 -0.052
H -2.277 0.601 0.303
H -1.139 1.719 0.787
```

* HOMO level: -7.878 eV
* lowest unoccupied orbital energy: 0.1 eV
* SMILES: NP(N)[C@H]1C=P1
* total charge: 0

The Löwdin scheme yields these atomic charges, measured in e: number 1, C, carries -0.5028; number 2, C, carries -0.7738; number 3, N, carries -0.2829; number 4, N, carries -0.2691; number 5, P, carries 0.8756; number 6, P, carries 0.6676; number 7, H, carries 0.0741; number 8, H, carries 0.0311; number 9, H, carries 0.0419; number 10, H, carries 0.0432; number 11, H, carries 0.0483; number 12, H, carries 0.0467


Last place for stability: B


A.
Molecular formula: C32H44N4O5
Method: DFT, wB97M-V/def2-TZVPD

XYZ file:
```
85
C32H44N4O5 | the Open Molecules 2025 dataset | wB97M-V/def2-TZVPD
C -9.352 -1.738 0.235
H -8.535 -2.372 -0.122
O -9.507 -0.593 -0.570
C -8.468 0.281 -0.660
C -8.678 1.398 -1.470
C -7.678 2.337 -1.620
C -6.465 2.185 -0.973
C -6.253 1.073 -0.165
C -7.252 0.119 -0.007
H -7.059 -0.731 0.624
N -5.014 0.962 0.477
C -4.543 -0.026 1.278
O -5.133 -1.037 1.594
C -3.134 0.303 1.739
C -2.126 0.375 0.586
C -1.466 1.721 0.347
O -2.050 2.775 0.211
N -0.133 1.530 0.347
C 0.818 2.605 0.201
C 1.347 2.762 -1.229
H 1.399 1.785 -1.707
H 0.661 3.370 -1.818
C 2.725 3.426 -1.216
N 3.650 2.735 -0.334
C 4.116 1.472 -0.876
C 4.890 0.701 0.189
C 6.091 1.512 0.673
C 6.848 0.781 1.777
H 7.206 -0.183 1.422
H 6.201 0.613 2.635
H 7.704 1.367 2.104
C 5.583 2.872 1.149
C 4.780 3.560 0.049
H 4.399 4.515 0.420
H 5.440 3.768 -0.814
H 4.940 2.731 2.019
H 6.420 3.509 1.440
H 6.769 1.668 -0.174
H 4.227 0.506 1.035
H 5.222 -0.257 -0.217
H 3.252 0.887 -1.196
H 4.765 1.631 -1.759
H 3.111 3.489 -2.248
H 2.613 4.446 -0.838
H 1.666 2.412 0.865
H 0.312 3.520 0.518
C 0.293 0.161 0.567
C -0.959 -0.487 1.144
C -1.418 -1.918 0.982
C -2.366 -2.063 1.901
H -3.020 -2.888 2.093
C -2.420 -0.747 2.648
H -2.762 -0.775 3.678
O -1.077 -0.295 2.550
H -1.099 -2.585 0.207
H 1.119 0.140 1.286
C 0.668 -0.569 -0.734
O 0.177 -0.282 -1.804
N 1.554 -1.563 -0.552
H 1.881 -1.774 0.377
C 1.964 -2.463 -1.614
C 1.388 -3.867 -1.404
C 2.008 -4.557 -0.192
C 3.526 -4.620 -0.334
C 4.111 -3.221 -0.507
C 3.490 -2.524 -1.715
H 3.750 -3.076 -2.620
H 3.887 -1.512 -1.814
H 5.192 -3.288 -0.645
H 3.935 -2.634 0.398
H 3.963 -5.099 0.545
H 3.780 -5.226 -1.206
H 1.603 -5.566 -0.103
H 1.744 -4.019 0.722
H 1.594 -4.458 -2.299
H 0.304 -3.804 -1.292
H 1.549 -2.033 -2.533
H -2.519 -0.015 -0.356
H -3.151 1.256 2.279
H -4.380 1.734 0.295
H -5.683 2.920 -1.091
H -7.845 3.200 -2.248
H -9.628 1.504 -1.967
H -9.172 -1.472 1.281
H -10.293 -2.281 0.156
```

* HOMO level: -8.032 eV
* lowest unoccupied orbital energy: 0.6 eV
* SMILES: COc1cccc(NC(=O)[C@@H]2[C@H]3C(=O)N(CCCN4CCC(C)CC4)[C@H](C(=O)NC4CCCCC4)[C@]34C=C[C@H]2O4)c1
* total charge: 0

The Löwdin scheme yields these atomic charges, measured in e: number 1, C, carries -0.0855; number 2, H, carries 0.0974; number 3, O, carries -0.0812; number 4, C, carries -0.2699; number 5, C, carries -0.0198; number 6, C, carries -0.0830; number 7, C, carries -0.0375; number 8, C, carries -0.2082; number 9, C, carries 0.0487; number 10, H, carries 0.0891; number 11, N, carries 0.1497; number 12, C, carries -0.4108; number 13, O, carries 0.0894; number 14, C, carries -0.0920; number 15, C, carries -0.0666; number 16, C, carries -0.3962; number 17, O, carries 0.0824; number 18, N, carries 0.0135; number 19, C, carries -0.1138; number 20, C, carries -0.1359; number 21, H, carries 0.0867; number 22, H, carries 0.1215; number 23, C, carries -0.1984; number 24, N, carries -0.1894; number 25, C, carries -0.1880; number 26, C, carries -0.1583; number 27, C, carries -0.3948; number 28, C, carries -0.0730; number 29, H, carries 0.0745; number 30, H, carries 0.0794; number 31, H, carries 0.0757; number 32, C, carries -0.1561; number 33, C, carries -0.1956; number 34, H, carries 0.1195; number 35, H, carries 0.1279; number 36, H, carries 0.1219; number 37, H, carries 0.1165; number 38, H, carries 0.1423; number 39, H, carries 0.1188; number 40, H, carries 0.1027; number 41, H, carries 0.1001; number 42, H, carries 0.1329; number 43, H, carries 0.1258; number 44, H, carries 0.1198; number 45, H, carries 0.1223; number 46, H, carries 0.1318; number 47, C, carries -0.0786; number 48, C, carries -0.3407; number 49, C, carries 0.0427; number 50, C, carries 0.0165; number 51, H, carries 0.1147; number 52, C, carries -0.2152; number 53, H, carries 0.1619; number 54, O, carries 0.0087; number 55, H, carries 0.1049; number 56, H, carries 0.1676; number 57, C, carries -0.4474; number 58, O, carries 0.0943; number 59, N, carries 0.1272; number 60, H, carries 0.1361; number 61, C, carries -0.2983; number 62, C, carries -0.1418; number 63, C, carries -0.1975; number 64, C, carries -0.2021; number 65, C, carries -0.2043; number 66, C, carries -0.1406; number 67, H, carries 0.1225; number 68, H, carries 0.0986; number 69, H, carries 0.1117; number 70, H, carries 0.1030; number 71, H, carries 0.1098; number 72, H, carries 0.1158; number 73, H, carries 0.1116; number 74, H, carries 0.1072; number 75, H, carries 0.1214; number 76, H, carries 0.1060; number 77, H, carries 0.1480; number 78, H, carries 0.1785; number 79, H, carries 0.1691; number 80, H, carries 0.1345; number 81, H, carries 0.1106; number 82, H, carries 0.1046; number 83, H, carries 0.1132; number 84, H, carries 0.0975; number 85, H, carries 0.0916


B.
Molecular formula: C32H44N4O5
Method: DFT, wB97M-V/def2-TZVPD

XYZ file:
```
85
C32H44N4O5 | the Open Molecules 2025 dataset | wB97M-V/def2-TZVPD
C -10.226 -0.151 1.244
H -10.127 0.818 0.745
O -9.057 -0.496 1.942
C -7.897 -0.642 1.235
C -6.768 -0.984 1.981
C -5.550 -1.157 1.364
C -5.423 -0.992 -0.016
C -6.545 -0.652 -0.759
C -7.772 -0.478 -0.139
H -8.622 -0.212 -0.747
H -6.461 -0.516 -1.823
N -4.156 -1.212 -0.574
C -3.740 -0.898 -1.817
O -4.434 -0.409 -2.685
C -2.304 -1.331 -2.166
H -2.411 -2.334 -2.592
C -1.137 -1.307 -1.156
C -1.238 -0.724 0.246
O -2.015 -1.067 1.123
N -0.233 0.151 0.421
C -0.081 0.943 1.619
H 0.939 0.828 1.996
H -0.783 0.543 2.355
C -0.392 2.424 1.363
N 0.586 3.023 0.477
C 0.071 4.102 -0.346
C 1.080 4.438 -1.441
C 2.420 4.828 -0.826
C 2.888 3.714 0.104
C 1.810 3.425 1.144
H 2.141 2.617 1.800
H 1.645 4.322 1.770
H 3.814 3.998 0.607
H 3.073 2.807 -0.475
H 3.158 5.004 -1.609
H 2.304 5.754 -0.256
H 1.215 3.561 -2.077
H 0.689 5.249 -2.056
H -0.865 3.771 -0.803
H -0.137 5.005 0.257
H -1.375 2.485 0.890
H -0.448 2.942 2.335
C 0.632 0.348 -0.725
C -0.162 -0.291 -1.848
C 0.424 -1.003 -3.045
C -0.575 -1.053 -3.917
H -0.624 -1.518 -4.881
C -1.734 -0.345 -3.247
H -2.498 0.103 -3.874
O -1.078 0.613 -2.442
H 1.417 -1.401 -3.092
H 0.770 1.421 -0.902
C 2.021 -0.294 -0.581
O 2.956 0.101 -1.244
N 2.078 -1.307 0.301
H 1.236 -1.549 0.798
C 3.266 -2.113 0.561
C 3.657 -2.884 -0.702
C 4.861 -3.773 -0.425
C 6.026 -2.926 0.070
H 6.886 -3.567 0.275
C 5.655 -2.151 1.337
C 6.862 -1.346 1.814
H 7.078 -0.539 1.118
H 6.694 -0.921 2.799
H 7.737 -1.990 1.874
H 5.385 -2.872 2.118
C 4.437 -1.252 1.068
C 4.013 -0.478 2.315
H 3.813 -1.158 3.142
H 3.111 0.096 2.112
H 4.786 0.222 2.618
H 4.691 -0.537 0.281
H 6.313 -2.217 -0.709
H 5.144 -4.305 -1.335
H 4.601 -4.518 0.331
H 2.807 -3.483 -1.039
H 3.901 -2.164 -1.484
H 2.990 -2.825 1.347
H -0.699 -2.306 -1.059
H -3.459 -1.484 0.117
H -4.678 -1.414 1.948
H -6.874 -1.108 3.047
H -10.494 -0.913 0.504
H -11.012 -0.089 1.995
```

* HOMO level: -7.674 eV
* lowest unoccupied orbital energy: 0.5 eV
* SMILES: COc1ccc(NC(=O)[C@H]2[C@@H]3C=C[C@]4(O3)[C@H](C(=O)N[C@H]3CCC[C@@H](C)[C@@H]3C)N(CCN3CCCCC3)C(=O)[C@@H]24)cc1
* total charge: 0

The Löwdin scheme yields these atomic charges, measured in e: number 1, C, carries -0.0973; number 2, H, carries 0.0944; number 3, O, carries -0.0918; number 4, C, carries -0.2835; number 5, C, carries -0.0043; number 6, C, carries -0.0124; number 7, C, carries -0.2140; number 8, C, carries -0.0039; number 9, C, carries -0.0168; number 10, H, carries 0.1023; number 11, H, carries 0.1007; number 12, N, carries 0.1471; number 13, C, carries -0.4127; number 14, O, carries 0.0673; number 15, C, carries -0.0652; number 16, H, carries 0.1612; number 17, C, carries -0.0410; number 18, C, carries -0.3793; number 19, O, carries 0.0538; number 20, N, carries 0.0060; number 21, C, carries -0.0940; number 22, H, carries 0.1063; number 23, H, carries 0.1289; number 24, C, carries -0.1513; number 25, N, carries -0.2050; number 26, C, carries -0.1917; number 27, C, carries -0.1781; number 28, C, carries -0.2032; number 29, C, carries -0.1756; number 30, C, carries -0.1894; number 31, H, carries 0.1076; number 32, H, carries 0.1281; number 33, H, carries 0.1110; number 34, H, carries 0.1045; number 35, H, carries 0.1090; number 36, H, carries 0.1112; number 37, H, carries 0.1130; number 38, H, carries 0.1109; number 39, H, carries 0.1215; number 40, H, carries 0.1272; number 41, H, carries 0.1300; number 42, H, carries 0.1279; number 43, C, carries -0.0766; number 44, C, carries -0.3393; number 45, C, carries 0.0418; number 46, C, carries 0.0192; number 47, H, carries 0.1121; number 48, C, carries -0.2295; number 49, H, carries 0.1534; number 50, O, carries 0.0215; number 51, H, carries 0.1152; number 52, H, carries 0.1480; number 53, C, carries -0.4335; number 54, O, carries 0.0815; number 55, N, carries 0.1344; number 56, H, carries 0.1458; number 57, C, carries -0.2602; number 58, C, carries -0.1477; number 59, C, carries -0.1904; number 60, C, carries -0.1752; number 61, H, carries 0.1144; number 62, C, carries -0.3519; number 63, C, carries -0.0651; number 64, H, carries 0.0881; number 65, H, carries 0.0689; number 66, H, carries 0.0768; number 67, H, carries 0.1469; number 68, C, carries -0.2982; number 69, C, carries -0.0396; number 70, H, carries 0.0906; number 71, H, carries 0.0496; number 72, H, carries 0.0744; number 73, H, carries 0.1423; number 74, H, carries 0.1265; number 75, H, carries 0.1109; number 76, H, carries 0.1148; number 77, H, carries 0.1173; number 78, H, carries 0.1154; number 79, H, carries 0.1602; number 80, H, carries 0.1676; number 81, H, carries 0.0978; number 82, H, carries 0.1104; number 83, H, carries 0.1167; number 84, H, carries 0.0943; number 85, H, carries 0.0910


Last place for stability: B